Here is a structure of composition C43H108HgN6O15 in a non-equilibrium geometry from the OMol25 dataset. Energies are from the ωB97M-V functional and the def2-TZVPD basis.

CARTESIAN COORDINATES (ANGSTROEM)
Hg -0.508 -3.365 -3.338
C 0.002 0.421 -0.757
C -0.515 -1.016 -0.648
O -0.069 -1.800 -1.674
H 1.039 0.508 -0.434
H -0.471 1.007 0.031
H -0.144 0.918 -1.716
H -1.592 -0.856 -0.589
H -0.276 -1.348 0.362
C -3.131 -0.266 -4.289
C -1.993 -0.654 -5.196
C -0.790 0.254 -4.895
O -1.615 -2.047 -5.051
H -3.419 0.782 -4.214
H -3.037 -0.506 -3.229
H -4.132 -0.571 -4.595
H -2.258 -0.472 -6.238
H -0.021 -0.039 -5.609
H -0.390 -0.034 -3.922
H -1.089 1.291 -5.042
C -2.388 1.597 6.406
O -3.341 2.015 5.373
C -4.603 2.458 5.861
C -5.185 3.237 4.536
N -5.237 2.317 3.323
C -5.356 3.201 2.201
C -5.271 2.363 0.929
O -3.903 2.176 0.565
C -3.582 1.828 -0.765
H -2.220 2.221 7.283
H -1.414 1.381 5.968
H -2.838 0.756 6.932
H -4.543 3.166 6.688
H -5.277 1.634 6.094
H -4.512 4.086 4.422
H -6.177 3.662 4.685
H -4.363 1.811 3.328
H -4.597 3.980 2.275
H -6.328 3.693 2.187
H -5.593 3.033 0.132
H -5.894 1.468 0.957
H -2.517 1.603 -0.822
H -3.675 2.662 -1.461
H -4.146 0.984 -1.161
C 1.173 -1.476 5.729
O 1.653 -0.232 5.348
C 2.480 -0.055 4.268
C 2.622 1.371 3.723
N 1.758 1.802 2.690
C 0.365 1.696 3.191
C -0.544 2.672 2.406
O -0.334 4.070 2.689
C -0.568 4.407 4.056
H 1.986 -2.194 5.620
H 0.261 -1.914 5.324
H 1.121 -1.448 6.817
H 2.117 -0.771 3.531
H 3.480 -0.414 4.511
H 3.600 1.304 3.246
H 2.851 2.055 4.540
H 2.182 2.705 2.529
H 0.337 1.934 4.255
H -0.086 0.715 3.043
H -1.568 2.314 2.515
H -0.293 2.564 1.351
H -0.298 5.462 4.042
H 0.150 3.947 4.735
H -1.595 4.324 4.411
C -3.955 -3.392 -2.621
O -2.629 -3.918 -2.466
C -2.581 -4.728 -1.387
C -1.434 -5.697 -1.387
N -0.156 -4.990 -1.473
C 0.961 -5.886 -1.116
C 1.178 -7.171 -1.960
O 0.207 -8.154 -1.542
C 0.482 -9.411 -2.169
H -4.068 -2.444 -2.094
H -4.773 -3.995 -2.228
H -3.952 -3.141 -3.681
H -3.466 -5.354 -1.279
H -2.377 -4.054 -0.555
H -1.464 -6.560 -2.051
H -1.644 -6.155 -0.421
H -0.256 -4.358 -0.692
H 0.965 -5.931 -0.027
H 1.898 -5.355 -1.284
H 2.108 -7.617 -1.608
H 1.231 -7.083 -3.046
H -0.216 -10.201 -1.890
H 1.473 -9.785 -1.912
H 0.543 -9.216 -3.239
C 2.113 3.519 -2.519
O 1.247 4.664 -2.286
C 0.840 4.705 -0.916
C 0.581 6.172 -0.491
N 0.788 6.151 0.978
C 0.643 7.477 1.604
C -0.877 7.862 1.558
O -1.745 7.481 2.613
C -1.475 8.023 3.902
H 3.033 3.547 -1.934
H 2.464 3.416 -3.546
H 1.676 2.554 -2.259
H 1.432 4.128 -0.205
H -0.128 4.208 -0.862
H -0.408 6.508 -0.804
H 1.227 6.909 -0.967
H 0.050 5.555 1.326
H 1.062 8.149 0.855
H 1.033 7.444 2.622
H -1.366 7.613 0.616
H -0.835 8.951 1.538
H -0.477 7.678 4.175
H -2.267 7.625 4.536
H -1.489 9.101 3.741
C -1.836 -5.322 -5.637
O -0.600 -5.229 -4.919
C 0.650 -5.277 -5.578
C 1.788 -4.696 -4.647
N 1.550 -3.324 -4.338
C 2.777 -2.787 -3.580
C 2.773 -1.264 -3.443
O 3.595 -0.894 -4.582
C 3.869 0.463 -4.743
H -2.186 -4.369 -6.034
H -2.700 -5.712 -5.098
H -1.804 -6.079 -6.420
H 0.645 -4.707 -6.507
H 1.031 -6.250 -5.889
H 2.687 -4.822 -5.249
H 1.853 -5.250 -3.710
H 1.716 -2.861 -5.219
H 3.691 -3.086 -4.092
H 2.638 -3.126 -2.553
H 3.213 -0.969 -2.491
H 1.813 -0.754 -3.362
H 2.985 0.965 -5.135
H 4.684 0.648 -5.442
H 4.241 0.947 -3.840
C 2.454 -3.622 1.094
O 3.714 -3.769 0.416
C 4.216 -2.507 -0.022
C 4.965 -1.660 1.050
N 5.754 -0.473 0.535
C 4.939 0.542 -0.108
C 5.514 1.671 -0.866
O 5.987 2.651 0.096
C 5.034 3.620 0.474
H 2.187 -4.410 1.799
H 1.587 -3.571 0.435
H 2.403 -2.749 1.744
H 3.401 -1.957 -0.491
H 4.838 -2.776 -0.876
H 5.646 -2.345 1.555
H 4.229 -1.348 1.791
H 6.120 -0.129 1.412
H 4.345 1.042 0.657
H 4.175 0.050 -0.710
H 4.773 2.097 -1.542
H 6.462 1.395 -1.329
H 5.147 4.626 0.070
H 5.209 3.901 1.512
H 3.960 3.430 0.454
C -3.848 -0.890 2.185
C -2.630 -0.966 3.068
O -1.633 -1.767 2.578
H -4.198 -1.872 1.867
H -3.571 -0.320 1.298
H -4.603 -0.338 2.746
H -2.863 -1.582 3.936
H -2.145 -0.025 3.329
H -1.321 -1.415 1.742

Forces on atoms 1 to 3 (eV/Å):
-0.5 2.7 0.0
0.5 0.2 1.1
-0.1 1.1 -1.1

**Energy**: -3313.090654 hartree
**E_LUMO**: 0.45 eV
**HOMO-LUMO gap**: 7.6 eV

---

Here is a cluster of 11 separate species, C30H88N6O11 in total in a non-equilibrium geometry from the OMol25 dataset. Energies are from the ωB97M-V functional and the def2-TZVPD basis.

CARTESIAN COORDINATES (ANGSTROEM)
O -3.652 -14.438 3.460
H -2.929 -14.638 2.866
H -3.455 -13.562 3.791
O -2.461 -11.773 7.879
H -2.479 -10.952 8.371
H -2.006 -11.554 7.065
C 0.604 -12.950 9.804
C 0.773 -11.704 10.704
C 1.654 -10.549 10.108
O 3.027 -10.768 10.061
C 3.727 -9.558 9.606
N -0.560 -11.223 11.083
H 1.626 -13.201 9.521
H 0.045 -12.754 8.888
H 0.131 -13.790 10.312
H 1.236 -11.930 11.665
H 1.519 -9.713 10.794
H 1.251 -10.257 9.138
H 4.044 -8.873 10.392
H 3.210 -8.983 8.838
H 4.642 -9.847 9.088
H -1.290 -11.906 11.231
H -0.471 -10.622 11.889
C -3.009 -20.733 6.774
C -3.074 -19.294 6.167
C -2.819 -19.216 4.692
O -1.446 -19.544 4.427
C -1.033 -19.184 3.092
N -4.415 -18.799 6.470
H -3.683 -21.354 6.183
H -3.380 -20.773 7.798
H -1.996 -21.129 6.838
H -2.306 -18.653 6.601
H -3.074 -18.218 4.336
H -3.459 -19.839 4.067
H 0.051 -19.263 3.008
H -1.212 -18.109 3.061
H -1.561 -19.606 2.237
H -4.932 -19.275 5.744
H -4.574 -17.842 6.186
C -1.192 -15.328 13.643
C -1.558 -13.885 13.394
C -2.711 -13.716 12.486
O -2.797 -12.362 12.199
C -3.593 -12.071 11.053
N -1.825 -13.364 14.732
H -0.821 -15.855 12.764
H -2.049 -15.917 13.972
H -0.393 -15.458 14.372
H -0.726 -13.371 12.914
H -3.623 -14.051 12.981
H -2.543 -14.286 11.573
H -2.981 -12.320 10.187
H -3.754 -10.999 10.944
H -4.564 -12.554 11.164
H -1.045 -13.554 15.345
H -2.037 -12.377 14.717
C -4.818 -16.988 11.637
C -5.245 -17.339 10.242
C -5.275 -16.066 9.361
O -6.257 -15.142 9.860
C -6.330 -13.907 9.186
N -4.199 -18.237 9.718
H -5.359 -16.139 12.055
H -3.785 -16.644 11.695
H -4.965 -17.859 12.276
H -6.194 -17.873 10.266
H -5.462 -16.265 8.305
H -4.330 -15.524 9.406
H -5.314 -13.563 8.996
H -6.939 -13.181 9.726
H -6.722 -14.125 8.193
H -3.295 -17.805 9.845
H -4.340 -18.444 8.740
C 5.604 -19.014 8.694
C 4.125 -18.653 8.764
C 3.413 -18.817 7.363
O 1.976 -18.514 7.477
C 1.224 -18.926 6.334
N 3.381 -19.468 9.714
H 5.976 -18.398 7.876
H 5.701 -20.085 8.517
H 6.041 -18.844 9.678
H 4.121 -17.622 9.116
H 3.555 -19.808 6.930
H 3.849 -18.111 6.656
H 1.564 -18.589 5.355
H 0.177 -18.649 6.456
H 1.155 -20.014 6.360
H 3.269 -20.364 9.263
H 2.445 -19.101 9.613
C 2.183 -11.013 6.677
C 2.202 -12.023 5.541
C 1.623 -13.383 5.885
O 2.383 -14.101 6.853
C 1.814 -15.376 7.280
N 1.468 -11.471 4.417
H 2.275 -9.997 6.294
H 2.991 -11.167 7.392
H 1.245 -11.013 7.233
H 3.243 -12.085 5.225
H 1.551 -14.063 5.036
H 0.620 -13.269 6.297
H 0.896 -15.252 7.854
H 2.576 -15.855 7.895
H 1.681 -16.065 6.445
H 1.875 -10.557 4.278
H 1.787 -12.016 3.630
C -7.556 -15.621 6.112
C -6.327 -15.030 5.484
O -5.345 -16.059 5.242
H -8.302 -14.900 6.446
H -7.414 -16.020 7.116
H -8.090 -16.427 5.609
H -5.831 -14.337 6.164
H -6.474 -14.372 4.627
H -4.735 -15.671 4.611
C -0.415 -18.397 10.925
C -0.317 -17.092 10.089
O -1.630 -16.626 10.157
H -1.079 -19.139 10.481
H -0.857 -18.219 11.905
H 0.556 -18.891 10.885
H -0.138 -17.171 9.017
H 0.330 -16.378 10.599
H -1.729 -15.914 9.521
C -1.506 -15.781 6.005
C -2.647 -15.384 6.901
O -2.087 -14.933 8.121
H -0.895 -16.587 6.411
H -0.793 -14.980 5.812
H -1.997 -16.119 5.093
H -3.343 -16.216 7.006
H -3.228 -14.620 6.383
H -2.211 -13.982 8.106

Forces on atoms 1 to 3 (eV/Å):
-0.2 -0.1 0.2
0.2 -0.2 -0.2
0.0 0.3 0.1

**Energy**: -2351.477915 hartree
**E_LUMO (alpha / beta)**: -2.70 / -7.80 eV
**2S+1**: 2
**HOMO-LUMO gap (alpha / beta)**: 7.3 / 2.2 eV
**Charge**: +1

---

Here is a structure of composition C17H12Cl2F2IrN2S from the OMol25 dataset. Energies are from the ωB97M-V functional and the def2-TZVPD basis.

CARTESIAN COORDINATES (ANGSTROEM)
Ir 0.455 -0.183 0.328
S 1.058 0.294 2.592
C 2.668 0.151 1.924
C 3.883 0.249 2.572
C 5.034 0.137 1.804
C 4.941 -0.054 0.432
C 3.689 -0.143 -0.151
N 2.584 -0.050 0.592
H 3.921 0.411 3.640
H 6.005 0.205 2.276
H 5.825 -0.137 -0.182
H 3.548 -0.296 -1.211
F -2.290 -4.829 0.043
C -2.327 -3.498 0.102
C -1.135 -2.795 0.157
C -1.185 -1.412 0.220
C -2.415 -0.715 0.226
C -3.569 -1.492 0.160
F -4.779 -0.909 0.146
C -3.555 -2.871 0.103
C -2.396 0.762 0.269
C -3.511 1.597 0.303
C -3.339 2.968 0.335
C -2.062 3.510 0.336
C -0.996 2.640 0.309
N -1.164 1.315 0.274
H -0.203 -3.343 0.150
H -4.478 -3.429 0.055
H -4.502 1.179 0.305
H -4.207 3.614 0.361
H -1.893 4.576 0.362
H 0.026 2.996 0.321
Cl 2.264 -1.382 -3.376
C 1.248 -0.072 -3.977
Cl 0.633 0.977 -2.679
H 0.392 -0.514 -4.473
H 1.832 0.543 -4.650

Forces on atoms 1 to 3 (eV/Å):
0.0 0.0 0.1
-0.1 0.0 0.0
0.0 0.0 0.0

**Energy**: -2386.844656 hartree
**E_LUMO (alpha / beta)**: -3.00 / -5.72 eV
**2S+1**: 5
**HOMO-LUMO gap (alpha / beta)**: 8.0 / 5.9 eV
**Energy above the lowest of the compared OMol25 structures with the same formula, charge and spin**: 0.0000 eV
**Charge**: +1

---

Here is a structure of composition C24H28BF8O24Pd in a non-equilibrium geometry from the OMol25 dataset. Energies are from the ωB97M-V functional and the def2-TZVPD basis.

CARTESIAN COORDINATES (ANGSTROEM)
Pd -1.881 -1.127 -0.596
B 0.124 -0.226 -0.514
H -0.145 -1.015 0.283
H -0.787 0.474 -0.527
H 1.070 0.347 -0.211
H 0.267 -0.783 -1.524
C 1.170 1.832 -3.100
C 2.503 1.619 -3.846
O 2.223 2.112 -5.109
C 1.150 2.926 -5.094
O 0.806 3.586 -6.005
O 0.524 2.827 -3.893
F 2.800 0.291 -3.942
H 1.250 2.203 -2.084
H 0.657 0.868 -3.110
H 3.363 2.144 -3.424
C -0.437 1.200 3.477
C -1.506 2.196 3.967
O -0.945 3.411 3.600
C 0.337 3.259 3.149
O 0.964 4.102 2.629
O 0.731 1.970 3.455
F -1.597 2.140 5.331
H -0.737 0.771 2.517
H -0.391 0.422 4.239
H -2.487 1.973 3.550
C -4.123 1.701 -3.630
C -2.791 1.085 -4.020
O -2.087 1.301 -2.786
C -2.511 2.451 -2.246
O -1.894 3.109 -1.482
O -3.767 2.738 -2.714
F -2.150 1.667 -5.043
H -4.740 0.911 -3.190
H -4.721 2.143 -4.425
H -2.818 0.018 -4.245
C -5.603 2.645 0.528
C -4.478 3.638 0.928
O -3.337 2.801 0.896
C -3.666 1.527 0.866
O -2.854 0.623 0.880
O -4.977 1.378 0.744
F -4.732 4.121 2.164
H -5.937 2.804 -0.498
H -6.501 2.712 1.136
H -4.285 4.469 0.254
C -2.083 -5.366 1.697
C -1.202 -4.770 0.634
O -0.048 -5.536 0.752
C 0.068 -5.968 2.067
O 1.029 -6.439 2.541
O -1.115 -5.736 2.672
F -0.906 -3.451 1.008
H -2.683 -6.235 1.419
H -2.838 -4.709 2.131
H -1.640 -4.744 -0.362
C 1.612 -3.304 -1.190
C 2.153 -2.426 -2.317
O 1.303 -2.726 -3.381
C 0.597 -3.854 -3.121
O -0.101 -4.391 -3.905
O 0.800 -4.261 -1.847
F 3.419 -2.879 -2.628
H 1.121 -2.674 -0.447
H 2.432 -3.807 -0.683
H 2.316 -1.376 -2.095
C 3.167 2.816 0.183
C 3.241 2.006 1.470
O 3.726 2.928 2.393
C 4.526 3.794 1.712
O 5.374 4.462 2.175
O 4.181 3.779 0.394
F 4.164 0.996 1.329
H 2.224 3.367 0.123
H 3.343 2.158 -0.666
H 2.273 1.614 1.773
C 2.392 -1.855 2.497
C 2.397 -2.719 3.758
O 3.659 -3.332 3.597
C 3.966 -3.427 2.295
O 4.882 -4.025 1.857
O 3.101 -2.671 1.572
F 1.462 -3.712 3.691
H 2.915 -0.918 2.685
H 1.361 -1.744 2.158
H 2.357 -2.225 4.722

Forces on atoms 1 to 3 (eV/Å):
1.5 1.6 1.0
2.0 -0.1 -1.7
-1.3 -2.3 2.2

**Energy**: -3688.403683 hartree
**E_LUMO (alpha / beta)**: -6.29 / -8.88 eV
**2S+1**: 3
**HOMO-LUMO gap (alpha / beta)**: 6.9 / 4.4 eV
**Charge**: +1

---

Here is a cluster of 2 separate species, C3H7N3OS in total in a non-equilibrium geometry from the OMol25 dataset. Energies are from the ωB97M-V functional and the def2-TZVPD basis.

CARTESIAN COORDINATES (ANGSTROEM)
C -0.733 -0.286 -0.875
C -1.384 1.058 1.515
C 0.997 0.597 1.372
N -1.491 0.479 -1.440
N -0.376 0.388 0.995
N 0.112 -1.278 -0.984
O -2.598 0.871 1.020
S -1.130 2.002 2.858
H 0.939 0.965 2.368
H 1.605 -0.299 1.373
H 1.452 1.325 0.712
H -2.512 0.539 0.003
H -1.968 0.576 -2.371
H 0.366 -1.547 -1.917
H 0.238 -1.979 -0.282

Forces on atoms 1 to 3 (eV/Å):
0.4 2.2 3.6
0.3 0.3 1.1
-0.1 -0.1 -0.7

**Energy**: -756.111214 hartree
**E_LUMO**: -0.14 eV
**HOMO-LUMO gap**: 7.2 eV
**Energy above the lowest of the compared OMol25 structures with the same formula, charge and spin**: 3.3497 eV

---

Here is a cluster of 3 separate species, C4H15NO3 in total in a non-equilibrium geometry from the OMol25 dataset. Energies are from the ωB97M-V functional and the def2-TZVPD basis.

CARTESIAN COORDINATES (ANGSTROEM)
C 2.345 0.417 1.682
C 2.217 0.036 0.198
N 0.794 -0.061 -0.106
C 0.478 -0.493 -1.508
C -0.938 -1.017 -1.530
O -1.745 0.211 -1.667
H 1.481 0.841 2.199
H 2.553 -0.486 2.265
H 3.126 1.130 1.971
H 2.655 0.848 -0.396
H 2.742 -0.902 0.032
H 0.305 0.816 0.076
H 0.666 0.285 -2.237
H 1.181 -1.337 -1.593
H -1.327 -1.515 -0.656
H -1.239 -1.651 -2.379
H -2.520 0.031 -2.210
O -1.786 1.698 0.664
H -2.005 1.368 -0.232
H -1.886 0.916 1.225
O -0.886 -0.828 1.870
H -0.959 -1.756 2.143
H -0.272 -0.698 1.092

Forces on atoms 1 to 3 (eV/Å):
0.5 -0.4 1.3
-0.5 1.7 0.8
-0.7 -0.3 -1.1

**Energy**: -441.849133 hartree
**E_LUMO**: 0.64 eV
**HOMO-LUMO gap**: 10.0 eV
**Energy above the lowest of the compared OMol25 structures with the same formula, charge and spin**: 0.8910 eV
**SMILES**: CCNCCO.O.O

---

Here is the ion C4H9N2 with charge +1 in a non-equilibrium geometry from the OMol25 dataset. Energies are from the ωB97M-V functional and the def2-TZVPD basis.

CARTESIAN COORDINATES (ANGSTROEM)
C 0.713 -0.990 0.134
C 1.914 -1.641 0.197
C -0.726 0.924 -0.300
C -1.235 2.257 -0.285
N 0.415 0.457 0.079
N -0.434 -1.791 0.008
H 2.849 -1.203 0.421
H 1.981 -2.673 0.433
H -1.328 0.044 -0.548
H -0.381 2.935 -0.031
H -2.130 2.329 0.257
H -1.500 2.675 -1.350
H 1.204 1.004 0.335
H -1.332 -1.564 0.522
H -0.012 -2.764 0.129

Forces on atoms 1 to 3 (eV/Å):
-7.0 4.6 -0.7
3.0 -0.9 0.5
-3.5 -2.1 -1.2

**Energy**: -266.913845 hartree
**E_LUMO (alpha / beta)**: -3.23 / -7.27 eV
**2S+1**: 3
**HOMO-LUMO gap (alpha / beta)**: 7.4 / 8.7 eV
**Energy above the lowest of the compared OMol25 structures with the same formula, charge and spin**: 0.3641 eV
**Charge**: +1

---

Q: Look up the energy of the second one.
A: -2351.477915 hartree